1.
The following is a DFT calculation (wB97M-V/def2-TZVPD) of a cluster of 16 separate species, C32H61Cl30IN5O5S in total in a non-equilibrium geometry.

```
! RIJCOSX wB97M-V def2-TZVPD def2/J DEFGRID3
* xyz 1 1
C -0.0743 -4.7725 3.4184
C -0.6816 -3.4108 3.4887
C -1.1404 -3.0030 2.0915
C -0.0484 -2.2356 1.4642
N -0.2151 -1.9596 0.0116
C -1.4448 -2.1305 -0.5263
C -2.4621 -1.4063 -0.5527
C -2.5054 -0.0463 0.0485
C -1.4717 0.9267 -0.5063
C -1.1934 0.7102 -1.9632
S -0.8121 2.2476 -2.7328
O -1.8743 2.5985 -3.5567
O -0.3924 3.1470 -1.7429
O 0.3704 1.9598 -3.6821
N -3.4404 -2.1227 -1.2142
N -4.7624 -1.7318 -1.5031
C -5.7495 -2.7925 -1.2220
C -5.2422 -0.5026 -0.8403
C -5.3466 -0.5112 0.6344
O -5.5584 0.4369 -1.5173
C -2.9585 -3.2347 -1.6120
C -3.5427 -4.3251 -2.4132
N -2.7888 -4.5070 -3.6530
C -2.6637 -5.9078 -4.0078
N -1.7590 -3.2969 -1.2003
C -0.8316 -4.3716 -1.3781
C 0.1589 -4.2215 -2.5071
O 0.9487 -5.0979 -2.7293
I 0.1674 -2.3855 -3.5914
H 0.2084 -5.1451 4.3717
H -0.7308 -5.4447 2.9261
H 0.7879 -4.7232 2.7973
H 0.0754 -2.7226 3.7835
H -1.5241 -3.4095 4.1329
H -2.0409 -2.4327 2.1623
H -1.3207 -3.9035 1.5624
H 0.8110 -2.8561 1.5525
H 0.1670 -1.3490 2.0205
H 0.1872 -1.0805 -0.2479
H -3.4273 0.4745 0.0043
H -2.2706 -0.1597 1.0775
H -1.9026 1.8898 -0.4132
H -0.5963 0.9606 0.0900
H -2.0121 0.3001 -2.5010
H -0.3177 0.1259 -2.0731
H 1.1844 1.8898 -3.1741
H -5.3517 -3.5107 -0.5346
H -6.0491 -3.2504 -2.1251
H -6.6293 -2.3693 -0.8041
H -4.4634 -0.9834 0.9960
H -5.3557 0.4805 0.9975
H -6.1612 -1.1035 0.9776
H -3.4499 -5.2243 -1.8617
H -4.5718 -4.1938 -2.6268
H -3.2791 -4.0219 -4.3804
H -2.2312 -5.9983 -4.9707
H -3.6090 -6.4135 -4.0144
H -2.0326 -6.4318 -3.3242
H -0.2315 -4.3969 -0.5062
H -1.3285 -5.3008 -1.4236
C -8.9685 -3.0840 -4.0324
Cl -7.7240 -4.2284 -3.4791
Cl -9.8935 -2.4368 -2.6808
H -8.4785 -2.2671 -4.5442
H -9.6375 -3.6076 -4.7009
C 3.9466 -1.2962 -3.4149
Cl 5.5826 -0.6666 -3.5155
Cl 2.8945 -0.2386 -2.4481
H 3.5360 -1.3679 -4.4139
H 3.9715 -2.2705 -2.9458
C -0.2299 5.6826 0.7293
Cl 1.1134 4.6355 1.1845
Cl -1.2945 6.0158 2.1031
H 0.1703 6.6177 0.3610
H -0.8027 5.1838 -0.0423
C 0.9175 -3.8030 7.4707
Cl 2.2069 -4.1647 6.3182
Cl -0.2459 -2.6565 6.7903
H 0.4088 -4.7250 7.7176
H 1.3509 -3.3620 8.3580
C -5.1624 4.9697 -4.6176
Cl -6.5114 5.4076 -5.6751
Cl -5.4651 5.4359 -2.9373
H -5.0236 3.9016 -4.6587
H -4.2728 5.4787 -4.9612
C -4.4344 7.5524 3.2961
Cl -5.4626 7.6347 4.7318
Cl -5.2760 8.1018 1.8447
H -3.5671 8.1792 3.4532
H -4.1315 6.5244 3.1475
C 4.2595 6.4206 1.0800
Cl 5.7041 6.4785 0.0670
Cl 3.0771 7.6521 0.6059
H 3.7995 5.4486 0.9798
H 4.5490 6.5957 2.1040
C 9.0919 -0.7991 -4.1462
Cl 9.6909 -1.4453 -2.6129
Cl 9.7018 -1.7123 -5.5278
H 8.0126 -0.8610 -4.1407
H 9.4131 0.2296 -4.2386
C 6.1911 -5.1332 6.6625
Cl 5.4827 -4.5401 8.1664
Cl 5.1036 -4.9225 5.2776
H 7.1002 -4.5811 6.4688
H 6.4034 -6.1877 6.7703
C 5.2198 3.0336 -5.5522
Cl 5.0591 1.3472 -6.0661
Cl 6.8104 3.3560 -4.8574
H 5.0798 3.6717 -6.4137
H 4.4679 3.2386 -4.8024
C 4.0936 -1.0593 4.7598
Cl 2.9202 -1.1422 3.4283
Cl 3.4749 -0.1408 6.1315
H 4.3053 -2.0688 5.0885
H 4.9918 -0.5796 4.3959
C 2.3281 4.3392 5.0539
Cl 3.1904 5.5364 4.0794
Cl 3.3640 2.9865 5.5202
H 1.9653 4.8241 5.9497
H 1.5024 3.9576 4.4675
C -4.1386 3.4518 2.0099
Cl -3.5714 4.0338 0.4431
Cl -3.4230 1.9044 2.5184
H -3.8958 4.1863 2.7657
H -5.2110 3.3260 1.9433
C 8.9188 -5.3671 -3.2885
Cl 9.8328 -6.3696 -4.4194
Cl 8.7619 -6.1376 -1.7031
H 9.4317 -4.4230 -3.1640
H 7.9289 -5.2061 -3.6932
C 2.7441 11.4604 1.6550
Cl 3.0336 12.0169 3.3075
Cl 3.9282 12.1255 0.5246
H 2.8134 10.3810 1.6369
H 1.7561 11.7779 1.3502
*
```

Properties
DFT total energy = -446460.8971 eV

Mulliken atomic charge list, values in e, 99 entries: -1.53, -0.58, 0.51, -1.14, 0.63, -2.46, -0.55, -0.21, -1.36, 0.30, 1.45, -0.72, -0.60, -0.42, 1.15, -0.89, -0.91, 0.40, -0.58, -0.56, 2.21, -2.40, -0.11, -1.03, 0.73, -0.66, 0.09, -0.53, 0.02, 0.41, 0.43, 0.31, 0.31, 0.37, -0.22, 0.15, 0.67, 0.40, 0.51, 0.66, 0.03, 0.59, 0.50, 0.36, -0.51, 0.30, 0.45, -0.17, 0.62, 0.12, 0.31, 0.41, 0.46, 0.64, 0.30, 0.38, 0.36, 0.33, 0.34, 0.82, -0.28, -0.15, -0.14, 0.25, 0.35, -0.50, -0.20, -0.09, 0.30, 0.39, 0.07, -0.14, -0.17, 0.26, -0.01, -0.46, -0.06, -0.13, 0.33, 0.33, -0.18, -0.17, -0.13, 0.21, 0.27, 0.59, -0.16, -0.14, 0.25, -0.52, 0.02, -0.17, -0.14, 0.15, 0.13, 0.39, -0.15, -0.15, -0.30

---

2.
The following is a DFT calculation (wB97M-V/def2-TZVPD) of a cluster of 4 separate species, C32H61IO12S in total in a non-equilibrium geometry.

```
! RIJCOSX wB97M-V def2-TZVPD def2/J DEFGRID3
* xyz 0 1
C -4.6494 3.5694 -1.4140
C -3.1324 3.6166 -1.7537
C -2.6676 2.2788 -2.4077
C -1.7355 1.5064 -1.4180
C -2.5978 0.4443 -0.6770
C -1.7909 -0.5217 0.2191
C -1.5436 -0.0664 1.6765
C -0.4587 1.0419 1.6630
C 0.2936 1.2814 3.0065
C 1.0512 2.6259 2.9203
O 2.4787 2.3736 2.7866
C 2.8664 2.2568 1.4999
C 3.3640 0.9019 1.0121
O 2.8688 3.1472 0.7469
O -0.7830 -1.2049 2.2023
S -1.1937 -1.6258 3.6841
O -1.6782 -2.9362 3.7995
O -0.1067 -1.3672 4.5420
O -2.3076 -0.4856 3.8692
C -2.7948 0.1351 2.6090
C -3.1058 1.5665 3.1005
C -4.3453 1.6796 3.9995
C -3.2205 2.6550 1.9888
C -2.5320 3.9644 2.4685
C -4.0197 -0.8268 2.2523
I -4.9068 -1.8140 3.9929
C -5.1584 -0.1342 1.4608
C -5.4648 -0.8273 0.0885
H -4.8279 4.3547 -0.6662
H -5.2383 3.8170 -2.3001
H -4.9299 2.6207 -0.9486
H -2.8993 4.4823 -2.3795
H -2.6266 3.7857 -0.7955
H -2.1665 2.4558 -3.3636
H -3.5436 1.6568 -2.6235
H -1.2440 2.1992 -0.7369
H -1.0418 0.9304 -2.0419
H -3.0246 -0.1643 -1.4834
H -3.4462 0.9251 -0.1863
H -2.2703 -1.5036 0.1624
H -0.8051 -0.6385 -0.2438
H 0.2981 0.7050 0.9471
H -0.8099 2.0089 1.2982
H -0.3205 1.1671 3.8998
H 1.0620 0.5072 3.0714
H 0.7716 3.2049 2.0310
H 0.8917 3.2825 3.7775
H 3.7518 0.2953 1.8379
H 2.5774 0.3510 0.4886
H 4.1811 1.0342 0.3014
H -2.2594 1.8525 3.7291
H -4.3397 2.6891 4.4328
H -5.2956 1.5639 3.4734
H -4.3129 1.0045 4.8570
H -2.7738 2.3906 1.0335
H -4.2828 2.9062 1.8977
H -2.1951 4.5660 1.6170
H -3.1753 4.5534 3.1261
H -1.6173 3.7418 3.0360
H -3.6740 -1.6625 1.6469
H -4.9785 0.9199 1.2336
H -6.1004 -0.1710 2.0105
H -6.4568 -1.2834 0.0983
H -5.3722 -0.1168 -0.7362
H -4.7577 -1.6361 -0.1354
C 4.6019 6.3449 -1.3100
C 4.1212 4.9799 -1.7571
O 3.5208 5.0397 -3.0575
C 4.2127 4.9521 -4.2090
C 5.7167 5.0965 -4.1749
O 3.6212 4.8355 -5.2483
H 5.3779 6.7369 -1.9695
H 5.0039 6.2972 -0.2970
H 3.7790 7.0607 -1.3273
H 4.9121 4.2288 -1.7259
H 3.3417 4.6348 -1.0829
H 5.9786 6.1405 -4.3424
H 6.1354 4.4922 -4.9773
H 6.1758 4.7492 -3.2520
C 3.3938 -5.7867 1.8812
C 4.2697 -4.7197 1.2589
O 3.8747 -4.4425 -0.0891
C 2.9159 -3.5680 -0.4241
C 1.9871 -3.0465 0.6441
O 2.7638 -3.2753 -1.5830
H 2.3530 -5.4680 1.9455
H 3.7416 -6.0298 2.8864
H 3.4107 -6.6927 1.2744
H 4.2987 -3.8045 1.8531
H 5.2954 -5.0816 1.1980
H 1.1010 -3.6793 0.6896
H 1.6883 -2.0352 0.3734
H 2.4382 -2.9797 1.6317
C 2.5992 -7.2566 -5.3501
C 1.4982 -7.9420 -4.5679
O 1.8296 -8.0491 -3.1820
C 1.5914 -7.0770 -2.2781
C 1.2365 -5.6932 -2.7619
O 1.7399 -7.3111 -1.1078
H 2.7560 -6.2318 -5.0116
H 2.3584 -7.2342 -6.4141
H 3.5442 -7.7845 -5.2160
H 0.5302 -7.4564 -4.7008
H 1.3831 -8.9651 -4.9247
H 2.1454 -5.1002 -2.8452
H 0.5804 -5.2332 -2.0257
H 0.6992 -5.6752 -3.7082
*
```

Properties
DFT total energy = -77677.8116 eV

Mulliken atomic charge list, values in e, 99 entries: -1.15, 0.06, -1.21, -0.45, 0.31, -1.97, 2.14, -1.13, -0.91, -1.52, -0.47, 0.75, -0.97, -0.47, -0.13, 1.34, -0.67, -0.66, -0.35, 0.96, 0.30, -1.85, 1.26, -1.73, -1.93, 0.13, 0.22, -1.43, 0.31, 0.39, 0.12, 0.47, -0.13, 0.42, 0.44, -0.10, 0.69, 0.77, -0.86, 0.47, 0.48, 0.56, 0.10, 0.98, 0.35, 0.61, 0.26, 0.35, 0.11, 0.46, 0.51, 0.51, 0.28, 0.34, -1.72, 0.88, 0.32, 0.43, 0.25, 1.06, -0.48, 0.96, 0.32, 0.30, 0.32, -1.03, -0.11, -0.36, 0.71, -0.90, -0.57, 0.30, 0.34, 0.34, 0.33, 0.11, 0.24, 0.30, 0.31, -0.84, -0.37, -0.42, 0.73, -0.61, -0.64, 0.22, 0.38, 0.25, 0.31, 0.35, 0.28, 0.02, 0.31, -0.94, -0.39, -0.36, 0.68, -0.79, -0.56

---

Listing gap between HOMO and LUMO for the structures above in their given order: 0.35040 0.35420 Ha.
Listing LUMO level for the structures above in their given order: -2.3 0.2 eV.